The following is a quantum chemistry calculation of a structure of composition C35H26BaIN2O4P, from the Open Molecules 2025 dataset.

Summary:
F_max (eV/A): 0.34
ΔE to the lowest compared entry with this formula, charge and spin (kcal/mol): 1.3

Each line ends with the Löwdin charge.
Atoms and positions in Å:
C1 0.3634 -1.7893 -5.0420  0.065
C2 -5.5488 3.3037 -1.2145  -0.080
H1 -6.3165 3.3318 -1.9765  0.105
C3 3.7325 -1.3307 3.0521  -0.291
C4 0.4913 1.5267 2.5664  -0.112
C5 -3.8201 -2.3154 2.5105  -0.074
C6 1.3916 2.3759 1.9351  -0.096
P1 -2.3439 0.9328 -0.4211  1.114
C7 3.0808 -2.5582 5.0744  -0.167
H2 -0.2406 2.7905 -1.0049  0.115
O1 -1.2798 -3.5303 -6.3059  0.078
H3 -4.5380 4.9479 1.5660  0.105
N1 -1.2062 -1.8282 -0.0588  -0.016
C8 0.2255 -1.7862 -6.4159  -0.133
C9 -3.0064 -0.3416 0.7115  -0.332
H4 -5.3557 -0.9283 3.0980  0.103
C10 1.7435 0.0302 -6.6417  -0.051
C11 5.2953 -1.6264 4.9305  -0.042
H5 2.2824 0.7357 -7.2596  0.108
N2 -0.6798 -2.7716 -7.0393  -0.354
H6 2.3144 2.6486 2.4293  0.119
H7 6.9432 -0.1971 3.3650  0.106
C12 5.0077 -1.1118 3.6431  -0.177
C13 -4.5487 4.2111 0.7732  -0.077
H8 -0.9756 -2.8144 -0.0726  0.089
C14 -2.7493 -2.5456 1.6646  -0.058
H9 1.8063 3.5138 0.1577  0.116
H10 -0.1687 -2.4995 -4.4283  0.127
C15 1.1093 2.8523 0.6560  -0.105
H11 -2.2262 -3.4953 1.7038  0.107
H12 0.7139 1.1414 3.5528  0.111
H13 6.4072 0.6923 1.1236  0.098
C16 -0.6789 1.1345 1.9179  -0.153
C17 -3.5693 3.2293 0.7317  -0.091
C18 -2.3398 -1.5757 0.7529  -0.349
Ba1 1.3866 -0.4325 0.0094  1.809
O2 2.0968 0.0825 -2.4699  -0.205
O3 0.7650 -1.6868 -2.2817  -0.192
H14 2.5458 0.7683 -4.7795  0.118
H15 2.3389 -3.1130 5.6325  0.085
H16 -2.8035 3.2089 1.4977  0.106
H17 0.7577 -0.9384 -8.3028  0.118
C19 1.2085 -0.8538 -4.4630  -0.115
C20 -3.5692 2.2780 -0.2859  -0.399
C21 2.8017 -2.0648 3.8331  -0.621
H18 -6.3051 5.0125 -0.1606  0.104
I1 0.8711 -2.3839 3.0493  0.944
H19 -4.5600 1.6048 -2.0689  0.101
H20 6.2768 -1.4472 5.3543  0.110
C22 0.8996 -0.8959 -7.2335  0.000
O4 -0.7733 -2.7637 -8.2507  0.072
C23 -4.0961 -0.1368 1.5546  -0.077
C24 -5.5414 4.2465 -0.1964  -0.082
C25 4.3905 -0.1236 1.1203  -0.227
H21 -1.2989 -1.5163 -1.0304  0.054
C26 -4.5094 -1.1106 2.4497  -0.082
C27 4.3588 -2.3336 5.6275  -0.089
C28 5.9712 -0.3657 2.9159  -0.055
C29 1.8945 0.0526 -5.2625  -0.001
H22 4.5824 -2.7276 6.6105  0.101
C30 -0.0511 2.4541 0.0086  -0.159
H23 -1.3566 0.4516 2.4153  0.106
C31 -4.5623 2.3299 -1.2631  -0.105
C32 1.3736 -0.8201 -2.9649  -0.686
H24 -4.6241 0.8075 1.5155  0.101
C33 -0.9573 1.5746 0.6246  -0.465
H25 4.2200 0.2882 0.1166  0.058
H26 -4.1233 -3.0837 3.2095  0.108
C34 3.4049 -0.8373 1.7537  -0.348
C35 5.6715 0.1227 1.6804  -0.096

The following is a quantum chemistry calculation of an isolated molecule of C5H8N2, from the Open Molecules 2025 dataset.

Summary:
SMILES: Cc1cnn(C)c1
F_max (eV/A): 0.47
ΔE to the lowest compared entry with this formula, charge and spin (kcal/mol): 17.8

Each line ends with the Löwdin charge.
Atoms and positions in Å:
H1 2.9290 -0.5922 0.9151  0.070
H2 -0.0894 -1.6892 -0.2155  0.131
N1 -1.1511 0.1381 0.0786  -0.240
N2 -0.8737 1.4078 0.3956  0.069
H3 2.2579 -1.2437 -0.5984  0.075
C1 1.0238 0.1625 0.2784  -0.283
C2 -2.4577 -0.2664 -0.3482  -0.027
H4 2.9559 0.3786 -0.5973  0.080
C3 0.4504 1.4317 0.5524  -0.109
H5 -3.1731 0.2125 0.3113  0.085
H6 -2.5204 -1.3557 -0.2634  0.089
C4 2.3927 -0.3384 0.0069  -0.065
H7 -2.6226 0.0310 -1.3875  0.090
H8 0.9373 2.3582 0.8471  0.104
C5 -0.0590 -0.6347 0.0249  -0.068

The following is a quantum chemistry calculation of a structure of composition C14H18CuN3O2PS2, from the Open Molecules 2025 dataset.

Summary:
F_max (eV/A): 0.22
ΔE to the lowest compared entry with this formula, charge and spin (kcal/mol): 4.5
Total charge: -1

Each line ends with the Löwdin charge.
Atoms and positions in Å:
H1 -1.8280 3.6158 -0.2326  0.025
H2 0.9995 2.9518 -1.6355  0.035
P1 -1.0826 1.6410 -1.4522  0.815
C1 3.3039 -1.1829 -0.9132  -0.279
C2 5.1631 -1.0638 0.6167  -0.108
N1 -1.1700 -1.2438 0.6823  -0.143
C3 -4.0009 -1.2765 3.2417  -0.549
C4 2.9253 -1.1345 1.4663  -0.037
C5 -2.9747 -0.4637 4.0112  -0.556
C6 -1.9356 -1.0655 1.6771  -0.916
C7 0.6672 2.0679 -1.0836  -0.292
H3 0.7884 2.2466 -0.0138  0.038
N2 -3.8097 -1.3343 -3.4921  -0.099
H4 4.6643 -1.0289 2.7125  0.089
H5 1.3016 1.2240 -1.3564  0.019
H6 -3.9193 -2.3354 3.4892  0.072
C8 -0.9864 1.5335 -3.2789  -0.310
C9 4.2864 -1.0725 1.6990  -0.112
H7 1.8893 -1.2856 -2.1357  0.071
C10 -2.9705 -1.3091 -2.6913  -0.411
H8 -0.3688 0.6722 -3.5387  0.033
H9 -5.0165 -0.9402 3.4497  0.070
N3 0.1768 -1.1877 1.0052  0.021
H10 6.2327 -1.0133 0.7844  0.093
H11 -3.1941 0.6010 3.9268  0.069
O1 2.8888 -1.2311 -2.1901  0.044
H12 -0.5603 2.4352 -3.7281  0.033
Cu1 -1.6347 -1.1953 -1.3433  0.149
C11 -1.8304 3.3186 -1.2829  -0.319
S1 -3.6811 -1.0272 1.4768  0.895
S2 -1.3319 -0.8028 3.3177  0.895
H13 -2.8673 3.2912 -1.6214  0.029
H14 -2.9570 -0.7394 5.0663  0.067
H15 5.3425 -1.1121 -1.5305  0.109
C12 4.6795 -1.1175 -0.6746  -0.029
C13 2.4086 -1.1894 0.1719  -0.080
O2 0.5168 -1.2901 -1.2750  -0.131
H16 -1.2882 4.0700 -1.8641  0.028
H17 -1.9816 1.3446 -3.6830  0.025
H18 2.2196 -1.1372 2.2861  0.101
C14 0.9355 -1.2340 -0.0640  -0.456

The following is a quantum chemistry calculation of a cluster of 2 separate species, C3H8NS in total at a distorted geometry, from the Open Molecules 2025 dataset.

Summary:
F_max (eV/A): 1.50
ΔE to the lowest compared entry with this formula, charge and spin (kcal/mol): 39.4
Total charge: -1

Each line ends with the Löwdin charge.
Atoms and positions in Å:
H1 1.8703 3.0569 1.3873  -0.029
H2 0.0384 -0.6902 1.0429  -0.079
H3 0.4098 3.8801 2.0258  -0.029
H4 -0.0616 -2.7109 -2.2111  0.063
C1 0.7769 3.0619 1.4005  -0.740
S1 0.1839 1.4664 2.0487  0.090
H5 -1.3703 -1.5262 -1.9808  0.065
C2 -0.9409 -2.4491 -1.5994  -0.184
N1 -0.5703 -2.2461 -0.2033  -0.116
C3 0.0970 -1.2130 0.0789  -0.140
H6 0.7035 -0.6382 -0.6426  0.069
H7 -1.6183 -3.2927 -1.7197  0.050
H8 0.4816 3.3012 0.3728  -0.020